{"formula": "C55H67ClF3NO22PS", "method": "ωB97M-V/def2-TZVPD", "elements": ["C", "C", "C", "C", "C", "C", "C", "C", "C", "C", "C", "C", "C", "C", "C", "C", "C", "P", "O", "Cl", "C", "C", "C", "N", "C", "C", "C", "O", "C", "S", "C", "F", "F", "F", "H", "H", "H", "H", "H", "H", "H", "H", "H", "H", "H", "H", "H", "H", "H", "H", "H", "H", "H", "H", "H", "H", "H", "H", "H", "H", "H", "H", "H", "H", "H", "H", "H", "H", "H", "H", "H", "H", "H", "H", "H", "H", "H", "H", "H", "H", "H", "C", "C", "C", "O", "C", "C", "C", "O", "O", "O", "H", "H", "H", "H", "C", "C", "C", "O", "C", "C", "C", "O", "O", "O", "H", "H", "H", "H", "C", "C", "C", "O", "C", "C", "C", "O", "O", "O", "H", "H", "H", "H", "C", "C", "C", "O", "C", "C", "C", "O", "O", "O", "H", "H", "H", "H", "C", "C", "C", "O", "C", "C", "C", "O", "O", "O", "H", "H", "H", "H"], "coordinates": [[-3.6167, -4.3183, 4.5652], [-2.5187, -5.3789, 4.3510], [-1.1065, -4.7699, 4.2140], [-0.3316, -5.2133, 2.9623], [0.4580, -4.0438, 2.3587], [1.5708, -4.4690, 1.3958], [1.0579, -4.7666, -0.0185], [0.6347, -3.4698, -0.7269], [1.8548, -2.7095, -1.2562], [1.7100, -1.1815, -1.1205], [1.9801, -0.7043, 0.3151], [2.0033, 0.8426, 0.4733], [0.8639, 1.5225, 1.3094], [0.0018, 2.5343, 0.5073], [-1.1671, 1.8507, -0.2587], [-2.3744, 1.7472, 0.7317], [-3.4340, 0.6167, 0.5142], [-3.5852, 0.4046, -1.3757], [-4.0887, -1.1580, -1.4993], [-5.3659, 1.3266, -1.9534], [-2.7596, -0.7186, 0.9466], [-3.7168, -1.9259, 1.1359], [-5.2237, -1.7085, 0.9604], [-5.7274, -0.2694, 0.9582], [-7.0299, -0.2260, 1.7103], [-8.0667, -1.0710, 0.9434], [-8.7992, -2.1373, 1.6826], [-9.3940, -0.8680, 1.3414], [-4.7235, 0.7645, 1.4034], [-5.4865, 2.4325, 1.1742], [-4.5056, 0.6560, 2.9534], [-5.4191, 1.3348, 3.6210], [-3.3323, 1.1004, 3.3225], [-4.6162, -0.6102, 3.3752], [-3.7387, -4.0957, 5.6256], [-4.5767, -4.6519, 4.1669], [-3.3530, -3.3788, 4.0650], [-2.5255, -6.0501, 5.2107], [-2.7656, -5.9602, 3.4605], [-0.5053, -4.9655, 5.1039], [-1.2178, -3.6791, 4.1761], [-1.0264, -5.6017, 2.2127], [0.4012, -5.9823, 3.2141], [-0.2349, -3.3513, 1.8774], [0.9214, -3.4966, 3.1866], [2.0397, -5.3725, 1.7908], [2.3174, -3.6705, 1.3556], [0.2457, -5.4991, 0.0426], [1.8602, -5.2276, -0.5980], [0.0004, -3.7256, -1.5830], [0.0936, -2.8491, -0.0230], [2.7387, -3.0131, -0.6899], [2.0371, -2.9740, -2.3002], [0.6931, -0.9081, -1.4345], [2.4082, -0.6806, -1.7966], [1.2294, -1.1383, 0.9869], [2.9422, -1.1079, 0.6451], [2.9547, 1.0999, 0.9444], [1.9939, 1.2768, -0.5307], [0.1875, 0.7459, 1.6835], [1.2658, 1.9983, 2.2060], [0.6370, 3.0739, -0.1941], [-0.4339, 3.2235, 1.2360], [-1.4231, 2.4461, -1.1343], [-0.7974, 0.8667, -0.5459], [-1.9126, 1.5969, 1.7027], [-2.8282, 2.7381, 0.7298], [-3.7951, -1.4639, -2.3691], [-2.1940, -0.5431, 1.8621], [-2.0206, -0.9680, 0.1849], [-3.5207, -2.3646, 2.1112], [-3.4286, -2.6881, 0.4153], [-5.5373, -2.1493, 0.0219], [-5.7459, -2.2392, 1.7538], [-6.0031, -0.0418, -0.0052], [-6.9106, -0.6386, 2.7057], [-7.4474, 0.7789, 1.6856], [-7.8528, -1.2519, -0.1153], [-9.2061, -2.9747, 1.1319], [-8.5214, -2.2138, 2.7284], [-4.7533, 2.8536, 0.1412], [-7.4461, 4.4302, -6.2086], [-7.2087, 3.6549, -5.1447], [-7.6458, 2.2129, -5.0890], [-7.3672, 1.5772, -4.0826], [-8.3653, 1.6636, -6.2157], [-8.6096, 2.4381, -7.2843], [-8.1512, 3.8751, -7.3513], [-8.4021, 4.4930, -8.3657], [-9.2602, 2.0168, -8.3540], [-6.5720, 4.0826, -4.0575], [-7.1346, 5.4640, -6.2579], [-8.6877, 0.6337, -6.1597], [-9.2947, 2.7723, -8.9736], [-6.5393, 3.3201, -3.4515], [5.7942, -4.0952, -0.4666], [7.0256, -3.7157, -0.8254], [7.8818, -4.5392, -1.7526], [8.9808, -4.1017, -2.0304], [7.3349, -5.7826, -2.2690], [6.0915, -6.1498, -1.9274], [5.2418, -5.3172, -1.0029], [4.1095, -5.6955, -0.7605], [5.5112, -7.2612, -2.3626], [7.5547, -2.5738, -0.4178], [5.1743, -3.5036, 0.1940], [7.9540, -6.3719, -2.9303], [4.6213, -7.2816, -1.9632], [8.4506, -2.5060, -0.8010], [6.0032, 1.3603, 2.7919], [6.6277, 2.5439, 2.8100], [7.3330, 3.1019, 1.6009], [7.8498, 4.1961, 1.7149], [7.3447, 2.3136, 0.3814], [6.7148, 1.1332, 0.3636], [5.9926, 0.5866, 1.5691], [5.4231, -0.4840, 1.4387], [6.6472, 0.3440, -0.7032], [6.6625, 3.3315, 3.8780], [5.4875, 0.9596, 3.6529], [7.8588, 2.7156, -0.4806], [6.1407, -0.4449, -0.4181], [7.1767, 4.1221, 3.6142], [1.4238, 6.3597, 2.9648], [2.2509, 6.9513, 3.8403], [3.5891, 6.3548, 4.2057], [4.2782, 6.9704, 4.9943], [3.9725, 5.0900, 3.6028], [3.1432, 4.5048, 2.7311], [1.8175, 5.1109, 2.3489], [1.1427, 4.5017, 1.5340], [3.4071, 3.3482, 2.1248], [1.9716, 8.0917, 4.4490], [0.4652, 6.7799, 2.6954], [4.9243, 4.6612, 3.8818], [2.6371, 3.1732, 1.5485], [2.7381, 8.2940, 5.0208], [3.1957, 1.7869, -4.3768], [3.0839, 2.9251, -5.0755], [4.1422, 3.9999, -5.0299], [3.9541, 4.9885, -5.7124], [5.2997, 3.7954, -4.1822], [5.4124, 2.6589, -3.4793], [4.3640, 1.5720, -3.5463], [4.5471, 0.5597, -2.8908], [6.4371, 2.4041, -2.6795], [2.0528, 3.2046, -5.8577], [2.4448, 1.0098, -4.4071], [6.0437, 4.5784, -4.1440], [6.2835, 1.5236, -2.2815], [2.2363, 4.0849, -6.2432]], "forces_ev_per_angstrom": [[0.200, -0.084, -0.049], [0.011, 0.324, 0.247], [-0.266, 0.094, -0.223], [0.198, 0.506, -0.030], [0.377, -0.241, 0.367], [-0.459, -0.054, -0.204], [0.090, 0.196, 0.119], [0.454, -0.811, -0.424], [-0.042, 0.586, 0.161], [0.153, -0.291, 0.110], [-0.274, 0.245, -0.005], [-0.356, -0.088, 0.273], [-0.284, -0.433, -0.730], [-0.593, -0.924, 0.149], [0.305, -0.048, 0.953], [0.393, 0.127, -0.695], [0.123, -0.740, 0.625], [0.240, 0.278, -0.087], [0.098, 0.270, -0.133], [0.060, -0.170, 0.189], [-0.288, -0.101, -0.304], [0.560, 0.028, -0.162], [0.296, -0.573, 0.144], [-0.419, -0.620, 0.751], [-1.264, -0.391, -0.994], [0.397, -1.007, 0.556], [0.434, 1.137, -0.552], [0.275, -0.100, 0.007], [0.294, 1.539, -0.983], [-0.107, 0.060, 0.374], [-0.216, -0.455, -0.441], [-0.717, 0.404, 0.304], [0.750, 0.322, 0.125], [0.107, -0.552, 0.059], [-0.060, 0.086, -0.031], [-0.038, -0.019, 0.134], [-0.047, -0.097, 0.017], [-0.141, -0.213, -0.182], [0.112, -0.072, 0.056], [-0.036, -0.020, -0.003], [0.046, -0.037, -0.029], [0.102, -0.181, 0.050], [-0.238, -0.246, -0.041], [-0.068, 0.129, 0.008], [-0.061, 0.045, 0.001], [0.220, 0.124, 0.065], [0.115, -0.147, -0.042], [-0.064, 0.135, -0.054], [-0.127, -0.044, 0.036], [-0.228, 0.212, 0.207], [-0.364, 0.235, 0.000], [0.090, -0.036, -0.088], [0.014, -0.044, 0.048], [0.043, 0.167, 0.003], [-0.011, 0.022, 0.016], [0.034, 0.027, 0.048], [-0.042, 0.006, -0.084], [0.044, 0.076, -0.181], [0.139, 0.091, 0.024], [0.035, -0.110, 0.098], [-0.025, -0.049, -0.078], [-0.186, 0.128, 0.128], [0.058, 0.053, -0.523], [-0.053, -0.248, -0.115], [-0.215, -0.137, -0.415], [-0.242, -0.003, 0.142], [-0.073, -0.082, 0.198], [-0.112, -0.225, 0.059], [-0.063, 0.067, 0.003], [0.159, -0.115, 0.045], [-0.134, 0.109, 0.037], [-0.089, -0.020, -0.026], [-0.136, 0.199, -0.083], [-0.057, 0.229, 0.038], [0.434, 0.304, -0.057], [0.201, 0.348, 0.097], [0.433, 0.161, 0.324], [-0.312, 0.352, 0.029], [0.018, -0.120, 0.239], [-0.337, -0.395, 0.019], [-0.014, -0.230, -0.064], [-0.016, 0.080, -0.102], [0.039, 0.169, -0.005], [-0.189, -0.242, -0.198], [-0.017, 0.214, 0.015], [0.047, -0.092, 0.130], [-0.071, -0.189, -0.005], [0.143, 0.204, 0.172], [-0.080, -0.089, -0.084], [0.047, 0.092, 0.017], [-0.017, -0.071, -0.009], [0.012, -0.004, 0.017], [-0.011, 0.003, -0.031], [0.006, 0.025, -0.016], [-0.010, -0.044, 0.001], [-0.148, 0.017, 0.090], [-0.254, 0.078, 0.038], [-0.038, -0.209, -0.188], [0.039, 0.109, 0.095], [0.098, 0.049, -0.011], [0.131, -0.147, -0.068], [-0.041, 0.338, 0.144], [0.061, -0.357, -0.134], [-0.039, 0.082, 0.059], [0.280, 0.187, 0.053], [0.031, 0.022, 0.008], [-0.019, -0.015, -0.004], [-0.033, 0.006, 0.011], [-0.025, -0.114, -0.077], [-0.040, -0.160, 0.038], [-0.105, -0.120, 0.149], [0.023, -0.074, -0.273], [-0.025, 0.044, 0.140], [0.105, 0.106, -0.036], [0.050, 0.095, 0.052], [-0.083, 0.056, 0.243], [0.017, -0.006, -0.140], [0.036, 0.022, 0.075], [0.159, 0.057, -0.073], [-0.001, 0.025, 0.015], [-0.023, -0.003, 0.005], [0.017, -0.080, -0.133], [0.094, -0.033, -0.007], [-0.110, -0.138, -0.117], [-0.172, 0.136, -0.006], [0.163, -0.253, -0.063], [-0.102, 0.115, 0.030], [0.045, 0.098, 0.079], [0.187, -0.067, 0.020], [-0.061, 0.412, 0.198], [0.673, 0.750, 0.370], [-0.024, 0.188, 0.001], [0.083, -0.094, -0.014], [0.013, 0.041, 0.009], [-0.120, -0.009, 0.008], [0.074, 0.017, -0.045], [0.039, 0.011, 0.014], [-0.011, -0.069, 0.071], [-0.124, -0.161, 0.002], [0.278, 0.036, 0.150], [-0.142, 0.017, -0.071], [-0.051, 0.110, -0.083], [0.114, 0.139, -0.006], [-0.231, -0.168, -0.055], [0.091, 0.187, 0.014], [-0.172, -0.066, -0.109], [0.027, 0.075, -0.009], [0.002, 0.000, -0.026], [0.025, -0.021, 0.012], [0.061, -0.179, 0.089], [0.034, 0.016, -0.009]], "lowdin_charge": [-0.111, -0.242, -0.210, -0.203, -0.225, -0.199, -0.197, -0.204, -0.197, -0.199, -0.182, -0.155, -0.172, -0.213, -0.198, -0.202, -0.509, 0.750, -0.341, 0.359, -0.158, -0.131, -0.084, -0.061, -0.073, -0.290, -0.052, 0.000, -0.502, 0.927, -0.660, 0.140, 0.202, 0.162, 0.074, 0.064, 0.037, 0.102, 0.094, 0.112, 0.092, 0.103, 0.113, 0.087, 0.115, 0.112, 0.098, 0.109, 0.083, 0.110, 0.069, 0.087, 0.116, 0.102, 0.092, 0.098, 0.095, 0.087, 0.108, 0.096, 0.097, 0.108, 0.096, 0.102, 0.081, 0.099, 0.093, 0.077, 0.121, 0.099, 0.089, 0.117, 0.123, 0.132, 0.087, 0.134, 0.116, 0.156, 0.122, 0.120, -0.128, 0.080, -0.232, -0.311, 0.013, 0.072, -0.231, -0.308, 0.123, 0.130, 0.102, 0.139, 0.136, 0.127, 0.063, 0.076, -0.228, -0.309, 0.119, 0.080, -0.231, -0.302, 0.094, 0.121, 0.112, 0.130, 0.138, 0.120, 0.130, 0.074, -0.238, -0.302, 0.122, 0.084, -0.218, -0.304, 0.095, 0.082, 0.093, 0.141, 0.135, 0.109, 0.126, 0.079, -0.230, -0.301, 0.124, 0.090, -0.207, -0.277, 0.055, 0.095, 0.128, 0.136, 0.113, 0.080, 0.125, 0.069, -0.237, -0.314, 0.112, 0.078, -0.223, -0.305, 0.096, 0.109, 0.117, 0.132, 0.138, 0.083, 0.122], "e_tot_ha": -5345.08407, "charge": 1, "homo_energy_ev": -11.1, "e_above_lowest_ev": 0.053}